# 1
ORCA calculation (wB97M-V/def2-TZVPD) on a cluster of 2 separate species, C3H2O2 in total.

Each line ends with the natural charge from an NBO analysis.
Positions of all 7 atoms, in Å:
C (1.220, -0.017, -0.078)  -0.2116
C (2.048, -0.963, -0.121)  0.1769
C (-0.187, 0.120, 0.039)  0.5303
O (0.612, 1.202, -0.022)  -0.3873
O (-1.074, -0.323, -0.841)  -0.6580
H (-0.703, -0.022, 1.627)  0.0505
H (-1.917, 0.004, -0.605)  0.4991

Properties
Net charge: 0
2S+1: 1

# 2
ORCA calculation (wB97M-V/def2-TZVPD) on an isolated molecule of C3H2O2S.

Each line ends with the natural charge from an NBO analysis.
Positions of all 8 atoms, in Å:
C (-0.434, 0.677, 1.817)  -0.1311
C (-0.161, 0.231, 0.731)  -0.1015
C (0.376, -0.046, -0.596)  0.3277
O (-0.040, -1.632, -0.830)  -0.7283
O (0.087, 0.701, -1.600)  -0.5477
S (1.729, 0.595, -1.447)  0.4852
H (-0.600, 1.035, 2.803)  0.2404
H (-0.957, -1.560, -0.877)  0.4552

Properties
Net charge: 0
2S+1: 1
SMILES: C#C[C@@]1(O)OS1

# 3
ORCA calculation (wB97M-V/def2-TZVPD) on an isolated molecule of C3H2O2S3.

Each line ends with the natural charge from an NBO analysis.
Positions of all 10 atoms, in Å:
O (1.948, 0.383, 1.292)  -0.6214
C (1.245, 0.124, 0.160)  0.1923
S (1.803, -0.861, -1.045)  -0.0311
C (-0.134, 0.758, -0.050)  -0.2829
S (-0.457, 2.354, 0.050)  0.2149
C (-1.111, -0.372, -0.219)  0.1391
O (-2.165, 0.047, -1.026)  -0.6358
S (-1.225, -1.630, 0.809)  0.0290
H (2.781, -0.003, 1.066)  0.4988
H (-2.685, -0.801, -1.038)  0.4971

Properties
Net charge: 0
2S+1: 1
SMILES: OC(=S)C(=S)C(O)=S

# 4
ORCA calculation (wB97M-V/def2-TZVPD) on an isolated molecule of C3H2O3.

Each line ends with the natural charge from an NBO analysis.
Positions of all 8 atoms, in Å:
O (2.232, 0.515, 0.472)  -0.4361
C (1.084, 0.179, 0.571)  0.3261
C (0.222, -0.397, -0.590)  0.3804
O (0.594, -1.064, -1.521)  -0.4241
C (-1.205, 0.020, -0.264)  0.3327
O (-1.566, -0.123, 0.882)  -0.4727
H (0.441, 0.307, 1.465)  0.1476
H (-1.801, 0.562, -1.014)  0.1461

Properties
Net charge: 0
2S+1: 1
SMILES: O=CC(=O)C=O

Relative energy (zero: lowest compared OMol25 entry of this formula, charge and spin) list, top to bottom, in eV: 7.147, 4.509, 1.115, 1.888
Kohn-Sham gap list, top to bottom, in hartree: 0.3441, 0.3423, 0.2704, 0.3037